Entry 1:
A structure of composition C24H23N8OPbS5Sb, computed with ωB97M-V/def2-TZVPD.

The calculation puts the HOMO-LUMO gap (spin up / spin down) at 5.03 / 3.98 eV. The value obtained for the relative energy (zero: lowest compared OMol25 entry of this formula, charge and spin) is 2.0429 eV. For the HOMO energy (spin up / spin down), the calculation gives -7.341 / -7.318 eV.

```
! RIJCOSX wB97M-V def2-TZVPD def2/J DEFGRID3
* xyz 0 1
N 3.52 -4.04 -5.26
Sb -3.36 0.50 -2.43
C 3.17 -2.23 -2.33
H 1.25 5.51 2.34
C 2.00 1.04 -1.09
H 1.55 0.99 -3.74
H -0.60 -6.00 -1.58
C -0.61 -0.55 4.66
O -0.56 -1.80 -0.13
H 0.86 -4.04 -2.09
H -2.41 2.28 5.13
H 0.04 -4.51 -3.59
H -2.17 -4.63 0.06
H -0.12 -1.93 -2.79
C 2.01 0.09 -3.36
S -1.57 -2.51 -0.97
N -1.07 3.17 -0.10
C 2.84 -1.22 -1.47
C 2.91 -2.11 -3.70
H -2.09 6.06 -0.76
C -1.99 1.32 3.25
H 3.01 -1.31 -0.41
S -0.99 0.74 -2.70
C 2.32 -0.94 -4.21
H -1.98 -5.15 -2.31
N 0.77 2.23 1.80
H 1.76 0.72 2.78
H -0.44 -4.24 0.17
H -0.26 -1.35 2.69
C -0.12 -4.12 -2.58
H -2.55 2.02 2.63
H -1.61 -2.73 -3.33
H -0.07 -1.31 5.20
C 2.37 2.69 3.47
C -0.79 -2.76 -2.61
S -4.13 -1.47 -3.35
C -0.72 -0.57 3.28
C 0.61 3.55 1.67
N -1.64 5.22 -0.42
C -1.86 3.95 -0.79
C 3.25 -3.16 -4.57
Pb -0.73 0.69 -0.01
C -1.07 0.64 6.75
C -1.04 -5.02 -1.77
H 1.67 1.99 -1.47
C -1.21 0.51 5.35
C -0.37 4.01 0.71
H 2.36 1.01 -0.08
S -3.37 0.44 -0.01
H 2.12 -0.86 -5.27
H 3.08 2.35 4.21
C 1.36 4.44 2.45
C -1.93 1.46 4.62
N -0.71 5.27 0.53
C 1.64 1.80 2.69
H 3.62 -3.15 -1.96
C 2.27 -0.01 -1.96
H -2.57 3.64 -1.54
N -0.93 0.76 7.88
S -4.28 2.54 -3.03
C -1.30 -4.27 -0.49
N -1.37 0.35 2.60
N 2.23 4.00 3.34
*
```



Entry 2:
A structure of composition C24H23O5S4, computed with ωB97M-V/def2-TZVPD.

The calculation puts the HOMO-LUMO gap at 6.56 eV. The value obtained for the relative energy (zero: lowest compared OMol25 entry of this formula, charge and spin) is 2.2850 eV. For the HOMO energy, the calculation gives -4.037 eV.

```
! RIJCOSX wB97M-V def2-TZVPD def2/J DEFGRID3
* xyz -1 1
H -0.75 -0.46 0.47
H -5.62 1.02 -0.19
H -2.14 -0.94 -1.47
H 3.13 1.93 1.85
C 2.28 -4.04 1.52
C -0.08 -0.54 -1.77
C 5.04 -3.95 1.97
S 2.32 -1.96 -0.39
O 3.21 -0.55 1.96
H 1.23 -4.13 1.27
C 1.24 1.13 2.41
H -5.59 1.06 -1.95
C 2.12 2.17 2.18
C -4.66 3.53 -2.25
C 0.74 -0.83 -4.05
H 1.60 -0.85 -4.73
C 0.98 -0.52 -2.71
H 6.12 -3.92 2.12
H -4.53 3.30 -0.16
C 4.44 -3.10 1.04
C -0.50 2.62 3.04
H -5.62 4.05 -2.16
H -4.71 2.94 -3.17
H 2.00 -0.29 -2.42
O 1.34 -2.82 -1.04
C -1.35 -0.88 -2.21
H -0.01 4.71 2.88
C -4.48 2.67 -1.05
O 3.46 -1.42 -1.11
C -0.54 -1.15 -4.47
C 1.36 -0.54 0.19
C -2.12 2.46 -0.54
H -3.89 4.28 -2.36
S -2.09 4.10 -0.22
H -0.71 -1.45 -5.52
O -3.27 1.86 -0.95
C 3.06 -3.07 0.87
S -0.51 1.81 -0.25
H 4.69 -5.51 3.44
C -1.57 -1.24 -3.54
C 4.24 -4.84 2.70
H -6.62 2.21 -1.05
H 5.07 -2.45 0.42
S 1.76 -0.49 1.89
H 2.22 -5.60 3.02
H -0.68 0.46 3.09
C -5.64 1.69 -1.05
C 0.03 -0.09 -0.30
H -1.53 2.80 3.34
C 0.36 3.69 2.78
H 2.36 4.30 2.19
H -2.56 -1.60 -3.82
C 1.68 3.47 2.37
C -0.05 1.32 2.89
O 0.94 -1.49 2.57
C 2.85 -4.89 2.47
*
```



Entry 3:
A structure of composition C24H24BrCl2N2O3PdSSi, computed with ωB97M-V/def2-TZVPD.

The calculation puts the HOMO-LUMO gap (spin up / spin down) at 5.88 / 5.85 eV. The value obtained for the relative energy (zero: lowest compared OMol25 entry of this formula, charge and spin) is 1.8452 eV. For the HOMO energy (spin up / spin down), the calculation gives -4.453 / -4.402 eV.

```
! RIJCOSX wB97M-V def2-TZVPD def2/J DEFGRID3
* xyz -1 1
C 2.17 1.63 0.04
C -2.28 -5.54 -2.00
C -2.08 2.27 3.21
C -0.35 4.05 -3.15
H 1.94 0.98 -2.67
Cl -3.71 3.80 -2.20
C -1.08 -1.12 3.19
H -1.45 -1.57 2.26
C 0.19 3.41 -4.26
H -0.47 4.08 -1.00
H 2.22 0.48 4.83
Cl -2.21 1.41 -1.41
C -3.07 -3.35 -1.45
H -1.28 -1.84 3.98
H 5.49 2.08 -0.44
C -3.66 2.04 -2.23
H 3.31 2.77 -1.36
C -1.00 -5.16 -1.62
C 1.02 2.32 -4.08
O -2.40 -1.05 0.18
C -0.05 3.60 -1.88
H 0.55 1.02 4.90
C -1.80 -2.96 -1.07
H 0.21 -3.56 -0.85
O -0.37 -1.10 -0.72
N 1.02 0.39 1.76
H 1.44 1.81 -4.94
H 1.76 -2.60 1.82
H -4.55 1.67 -1.72
H -1.00 4.91 -3.28
C 1.74 -2.34 2.88
H 3.48 -0.16 2.59
H -0.04 3.76 -5.25
Br -4.51 -2.12 -1.41
O 0.93 2.05 -0.42
H 5.56 0.61 1.55
C 1.32 1.85 -2.81
C 2.17 0.79 1.19
C 1.19 0.15 4.76
C -1.50 -1.59 -0.51
C -0.77 -3.88 -1.16
C 4.58 1.71 0.01
H 1.28 -3.16 3.41
N -2.46 2.02 4.28
C -3.32 -4.63 -1.92
C 3.44 0.45 1.70
H -3.64 1.73 -3.27
H -0.19 -5.87 -1.68
H -4.33 -4.91 -2.20
C 0.77 2.49 -1.70
H 0.99 -0.53 5.58
Si 0.77 -0.68 3.09
H -2.47 -6.54 -2.36
H 2.76 -2.26 3.22
H -1.68 -0.23 3.40
C 4.61 0.89 1.12
C 3.35 2.09 -0.52
S -1.61 2.78 1.73
Pd -0.94 0.68 0.83
*
```



Entry 4:
A structure of composition C24H24CdCl3GeN4O3S, computed with ωB97M-V/def2-TZVPD.

The calculation puts the HOMO-LUMO gap (spin up / spin down) at 7.62 / 6.65 eV. The value obtained for the relative energy (zero: lowest compared OMol25 entry of this formula, charge and spin) is 0.3061 eV. Its expectation value of S² is 0.755. For the HOMO energy (spin up / spin down), the calculation gives -7.936 / -8.287 eV.

```
! RIJCOSX wB97M-V def2-TZVPD def2/J DEFGRID3
* xyz 0 2
Cd 0.71 1.55 0.14
C 2.46 -3.22 -5.11
O 0.74 1.46 -2.11
C 1.76 -0.31 2.30
C -0.50 3.56 2.26
C 0.07 0.53 -2.62
H -4.18 -3.59 -0.75
H 2.96 -2.62 5.04
O -0.88 0.75 -3.44
C -0.29 2.28 2.99
H -0.25 2.94 5.03
H 2.38 -2.67 -1.77
C -3.29 -3.05 -1.03
H 0.47 4.93 -0.55
C -1.04 -2.33 -0.55
C -1.21 4.60 2.84
H -0.78 6.87 0.37
C -0.71 5.95 0.93
H 3.61 -3.97 -3.46
H 0.33 -2.07 3.56
H -2.22 -3.55 0.76
C 1.42 -2.39 -5.49
C -0.68 2.14 4.43
H -0.34 1.18 4.80
C -2.09 -1.68 -2.61
O 1.07 -0.83 -0.94
H 3.03 -1.85 2.35
H 1.14 -2.32 -6.54
H 1.87 -1.26 5.35
H -2.08 -1.15 -3.55
C 1.37 -2.39 3.58
Cl -3.93 1.71 -3.23
C 0.73 -1.64 -4.55
H 1.99 -0.61 -1.14
N 2.10 -1.57 2.63
N 0.67 0.18 2.87
S 2.85 0.55 1.22
H -0.19 -2.32 0.12
H -0.08 -1.00 -4.86
H -4.09 -2.38 -2.91
Cl -2.39 4.61 -2.11
C -2.19 -3.03 -0.19
C -0.98 -1.65 -1.76
C 1.92 -2.29 5.00
C -0.02 4.87 0.42
H 1.34 -2.92 5.68
C -3.23 -2.37 -2.24
C 0.32 -0.93 -2.14
Cl -1.89 1.52 -0.48
H -1.89 6.62 2.59
C -1.32 5.81 2.16
H 1.40 -3.43 3.23
N 0.30 1.37 2.33
H -1.77 2.19 4.53
H 3.00 -3.80 -5.85
Ge -1.98 2.44 -2.61
C 2.12 -2.57 -2.82
H -1.68 4.46 3.80
C 1.08 -1.72 -3.20
C 2.81 -3.31 -3.77
N 0.09 3.71 1.06
*
```